Entry 1:
Entry from the OMol25 dataset: 4 unconnected molecules or ions with the total composition C3H13NO3 (ωB97M-V with the def2-TZVPD basis set).

Structure (XYZ):
```
20
Properties=species:S:1:pos:R:3:forces:R:3
C -0.267067 1.644347 1.750229 1.0 0.0 1.3
N -0.541161 0.867793 0.789162 1.4 -0.4 0.4
C -1.325470 -0.330747 0.924749 -0.7 -0.7 4.8
C -2.677521 -0.010826 0.522286 -4.8 -0.7 -0.9
H -0.528042 1.602166 2.895927 -0.1 -0.6 -2.2
H 0.495531 2.426111 1.559505 -0.9 -0.1 -0.2
H -0.927493 -1.301268 0.688030 0.8 0.2 -1.8
H -1.552354 -0.725227 1.989963 1.0 1.5 -0.3
H -3.571689 -0.399051 1.170768 1.9 -0.2 -1.1
H -2.980274 1.017117 0.580440 0.7 0.9 0.0
H -2.879595 -0.285879 -0.507134 -0.3 -0.2 -0.3
O 4.079100 -2.663523 -0.268124 -0.3 1.5 0.8
H 4.350615 -2.874897 -1.130170 0.9 -1.6 -1.8
H 3.896599 -1.734081 -0.515601 -0.5 -0.1 1.1
O -0.773956 1.444862 -2.343172 1.6 -1.4 2.8
H -1.680475 1.224729 -2.113139 -0.3 0.1 -0.2
H -0.310050 1.074820 -1.473307 -1.3 1.4 -2.4
O 2.715278 -0.430568 -1.223362 -0.5 0.4 -0.8
H 1.793801 -0.196123 -1.116292 -0.5 0.0 1.2
H 2.684217 -0.349757 -2.180759 0.9 -0.2 -0.5
```
Positions in Å, forces in eV/Å.

ΔE to the lowest compared entry with this formula, charge and spin: 269.91 kJ/mol
LUMO energy: 0.6 eV
Calculated total energy: -402.47763 Eh
Gap between HOMO and LUMO: 10.681 eV
HOMO energy: -10.1 eV
F_max: 0.0961 hartree/bohr

Entry 2:
Entry from the OMol25 dataset: 9 unconnected molecules or ions with the total composition C35H57NO18 (ωB97M-V with the def2-TZVPD basis set).

Structure (XYZ):
```
111
Properties=species:S:1:pos:R:3:forces:R:3
O 1.581768 0.435307 -1.182907 0.0 0.1 0.0
C 1.354503 -0.081166 -0.121783 0.1 -0.2 -0.2
C 0.812757 -1.468201 0.136922 -0.3 0.3 0.4
C 0.370833 -1.388577 1.598194 0.0 0.0 -0.2
C 1.328686 -0.350162 2.158936 -0.1 0.0 0.1
O 1.600328 0.545417 1.048111 -0.2 0.0 0.0
H 1.616291 -2.186526 -0.013797 0.0 -0.1 -0.1
H -0.004435 -1.691859 -0.542392 0.2 -0.1 -0.2
H 0.414246 -2.332215 2.134455 0.1 0.0 0.0
H -0.655191 -1.016938 1.652635 0.0 0.0 0.0
H 2.266944 -0.785435 2.484486 0.1 0.0 0.0
H 0.905177 0.223334 2.979471 0.1 0.1 0.0
O -3.821091 4.480847 -0.074085 -0.4 0.0 -0.3
C -3.650239 5.439452 -0.772093 0.3 0.0 0.2
C -2.980832 6.742039 -0.389279 -0.2 0.3 -0.3
C -3.405950 7.677822 -1.519421 0.0 0.0 0.1
C -3.585001 6.705126 -2.677351 0.0 0.1 -0.1
O -4.018190 5.471482 -2.071791 0.0 0.0 -0.1
H -1.901418 6.579412 -0.366557 0.0 0.0 0.1
H -3.317391 7.070826 0.589387 0.1 -0.1 0.1
H -2.694190 8.471703 -1.734335 0.0 0.0 0.0
H -4.362864 8.140620 -1.274654 0.0 0.0 0.0
H -2.649811 6.515944 -3.208515 0.0 0.0 0.0
H -4.337509 7.025840 -3.393285 -0.1 -0.1 0.0
O 2.137344 -2.158788 4.339425 0.0 -0.1 0.0
C 2.886355 -3.081782 4.496678 0.0 0.2 0.2
C 4.349920 -3.032560 4.876879 0.1 -0.3 -0.3
C 4.830820 -4.437964 4.524661 0.0 0.1 0.0
C 3.560398 -5.257456 4.709758 0.1 -0.1 0.0
O 2.484450 -4.364007 4.367380 0.0 0.0 -0.1
H 4.423177 -2.833033 5.945912 0.0 0.0 0.0
H 4.863167 -2.255574 4.316570 -0.1 0.1 0.1
H 5.661518 -4.789115 5.134298 -0.1 0.0 0.1
H 5.141773 -4.471121 3.478955 0.0 0.0 0.0
H 3.420500 -5.579843 5.741664 0.0 0.0 0.0
H 3.513588 -6.125851 4.056185 -0.1 0.1 -0.1
O 1.858978 -3.924224 -1.541526 0.1 -0.3 0.0
C 2.346453 -3.558356 -2.572884 -0.1 0.3 0.1
C 1.903461 -2.388686 -3.424544 0.1 -0.1 -0.4
C 2.611537 -2.655446 -4.749812 -0.2 0.0 0.0
C 3.848622 -3.416011 -4.295173 0.0 0.1 -0.1
O 3.433759 -4.144963 -3.121569 0.0 0.0 0.0
H 2.242649 -1.467063 -2.945767 -0.1 0.0 0.1
H 0.820943 -2.372767 -3.515384 0.0 0.1 0.2
H 2.845032 -1.757551 -5.318284 0.1 0.0 0.0
H 1.991705 -3.295700 -5.377381 0.0 0.0 -0.1
H 4.666200 -2.749145 -4.012000 0.0 0.0 0.0
H 4.212344 -4.120651 -5.038394 0.0 -0.1 0.1
O -6.505587 -0.109814 4.454110 0.1 0.0 0.0
C -6.035753 0.794071 3.828299 -0.2 0.0 0.1
C -6.589067 1.430431 2.567657 0.4 0.1 -0.2
C -5.391339 2.212451 2.031514 -0.2 0.0 0.0
C -4.630125 2.530852 3.311274 0.0 0.1 -0.1
O -4.894359 1.422834 4.193515 0.0 0.0 0.0
H -7.415624 2.085008 2.848699 -0.1 0.0 0.0
H -6.944238 0.667290 1.881329 -0.2 0.0 0.1
H -5.650592 3.098350 1.457288 0.0 0.0 0.0
H -4.785632 1.567494 1.393130 0.0 0.0 0.0
H -4.990009 3.445626 3.789016 0.0 0.0 0.0
H -3.558385 2.611868 3.153873 0.0 -0.1 0.2
O 1.732003 -2.704887 -8.029985 0.0 -0.1 0.2
C 0.797724 -1.973962 -7.868229 0.2 0.1 -0.3
C 0.661797 -0.550379 -8.371413 -0.3 0.2 0.4
C -0.500590 -0.014905 -7.535867 0.1 0.1 0.0
C -1.302843 -1.281024 -7.265007 0.1 0.0 0.0
O -0.320027 -2.339039 -7.207141 0.0 0.0 0.1
H 0.426912 -0.581216 -9.436141 0.1 0.0 0.0
H 1.584965 -0.000396 -8.213236 0.1 -0.1 -0.2
H -1.085706 0.761417 -8.025697 -0.1 -0.1 0.0
H -0.117490 0.389970 -6.596287 0.0 0.0 0.0
H -2.006205 -1.502668 -8.062695 0.0 0.0 0.0
H -1.842652 -1.254509 -6.322257 0.0 -0.2 0.0
O -4.107392 -0.420637 -7.761797 -0.1 0.1 -0.1
C -4.138895 0.692131 -7.324129 0.0 -0.2 0.2
C -4.590959 1.130827 -5.946224 -0.2 0.4 -0.1
C -4.778198 2.636780 -6.119280 0.0 -0.1 0.1
C -3.769723 2.951726 -7.216173 0.0 0.1 0.1
O -3.716987 1.766683 -8.032810 0.0 0.1 0.0
H -3.799562 0.894373 -5.232432 0.0 -0.1 0.0
H -5.503676 0.615259 -5.663393 0.1 -0.2 0.1
H -4.617369 3.214818 -5.211750 0.1 0.0 0.0
H -5.788120 2.843053 -6.475564 0.0 0.0 0.0
H -2.769508 3.139639 -6.818934 0.0 0.0 0.0
H -4.063669 3.792332 -7.839369 0.0 -0.1 -0.1
O 4.903067 -4.069060 7.969562 -0.1 -0.1 -0.2
C 4.963697 -5.210482 8.322809 0.1 0.2 0.2
C 6.111664 -5.899463 9.031764 0.0 -0.4 -0.2
C 5.776257 -7.379234 8.851348 0.1 0.1 0.0
C 4.256112 -7.346105 8.764496 0.0 -0.1 0.1
O 3.942446 -6.081668 8.150595 0.0 -0.1 0.0
H 6.097181 -5.598123 10.080096 0.0 0.1 0.0
H 7.059992 -5.617784 8.583836 0.0 0.2 0.1
H 6.144410 -8.022108 9.647754 -0.1 0.0 0.0
H 6.192511 -7.738802 7.909216 0.0 0.0 0.0
H 3.781996 -7.376420 9.747272 0.0 0.0 0.0
H 3.844773 -8.144043 8.151669 -0.1 0.1 -0.1
N 2.649847 3.182642 2.141950 0.3 0.5 0.2
C 1.960773 4.453529 1.963198 -0.3 -0.3 0.0
C 0.675114 4.380647 1.124816 0.1 0.8 -0.3
O -0.425637 4.972261 1.822381 0.0 -0.5 0.1
C -1.533938 4.125845 1.957915 -0.2 0.4 0.4
O -1.234744 2.896902 2.591231 0.0 -0.3 -0.8
H 2.534816 2.570741 1.348703 0.0 -0.2 0.1
H 2.305746 2.738097 2.979951 -0.1 -0.3 -0.2
H 1.670704 4.813709 2.944927 0.0 0.2 0.1
H 2.613438 5.212660 1.535179 0.2 -0.1 -0.1
H 0.467115 3.361435 0.810877 -0.1 -0.2 0.2
H 0.818778 4.965928 0.212803 -0.1 0.0 -0.1
H -2.230090 4.653525 2.607974 0.0 0.2 0.1
H -2.040600 3.985011 1.007047 0.2 -0.4 -0.2
H -1.220664 2.222070 1.890719 0.1 0.2 0.5
```
Positions in Å, forces in eV/Å.

LUMO energy: 0.1 eV
Calculated total energy: -2776.99982 Eh
Gap between HOMO and LUMO: 8.586 eV
HOMO energy: -8.5 eV
F_max: 0.0163 hartree/bohr

Entry 3:
Entry from the OMol25 dataset: a molecular structure, C12H29N4O5Y (ωB97M-V with the def2-TZVPD basis set).

Structure (XYZ):
```
51
Properties=species:S:1:pos:R:3:forces:R:3
Y 8.830080 -21.813230 -0.696240 0.3 0.5 0.6
O 11.220100 -19.363690 1.380520 -0.3 -0.2 0.1
H 11.780420 -18.705360 1.835690 -0.1 -0.2 -0.4
C 18.463610 -17.618300 3.913550 -1.0 0.1 1.5
O 18.576460 -17.659190 5.142240 -0.1 0.0 -2.5
N 17.237990 -17.786860 3.252290 0.1 -0.6 0.3
C 17.189530 -17.833880 1.794150 -0.6 0.3 0.5
C 16.030330 -18.134060 4.009020 0.3 1.0 -0.2
H 19.250070 -17.386100 3.178870 0.2 -0.1 0.4
H 18.055460 -17.346140 1.346510 0.0 -0.3 0.1
H 16.288420 -17.332670 1.440760 0.0 0.5 0.1
H 17.027750 -18.841090 1.410150 0.5 -0.4 0.1
H 16.195900 -17.965880 5.073160 0.3 -0.4 -0.1
H 15.243580 -17.431180 3.734980 -0.1 0.2 -0.2
H 15.630210 -19.123430 3.787300 0.4 -0.2 0.0
C 8.155430 -23.041070 5.699390 1.4 0.2 -1.5
O 8.408320 -22.910950 4.469550 -0.5 -0.1 2.7
N 9.096290 -22.890690 6.694370 0.7 0.9 -1.9
C 8.857290 -22.924200 8.123580 -0.4 0.0 0.1
C 10.455130 -22.329940 6.348230 -0.3 -1.0 0.2
H 7.145070 -23.318520 6.037630 0.3 0.0 0.1
H 8.926550 -21.908680 8.513480 0.0 0.0 0.2
H 9.604970 -23.539480 8.624080 0.1 0.0 -0.1
H 7.884930 -23.341510 8.385230 -0.1 0.1 -0.3
H 10.578300 -21.263260 6.535680 -0.5 0.1 0.4
H 11.153540 -22.880180 6.978750 0.1 0.2 0.1
H 10.804380 -22.464490 5.324510 -0.8 -0.4 0.0
C 5.233350 -17.390240 1.939370 0.2 -1.7 0.0
O 5.531600 -18.603280 1.792520 -0.4 2.3 -0.2
N 5.568200 -16.638750 2.977200 0.5 1.5 1.1
C 5.078710 -15.215540 3.112350 0.5 -0.6 -0.6
C 6.424170 -17.053130 4.104170 -0.4 0.9 -0.4
H 4.635720 -16.729610 1.292370 -0.2 -0.9 -0.7
H 4.443250 -14.913960 2.279680 0.0 -0.4 -0.1
H 5.918950 -14.521670 3.087060 0.2 -0.2 0.1
H 4.521680 -15.015650 4.027710 0.1 -0.5 0.1
H 7.174690 -16.268650 4.201260 0.0 0.1 0.3
H 5.728150 -17.012070 4.942000 0.6 -0.5 0.5
H 6.999200 -17.972980 3.997790 -0.8 -0.2 -0.3
C 12.312880 -14.912860 -1.628860 0.9 -2.6 -2.4
O 13.175190 -15.342740 -2.412470 -1.3 -0.3 0.6
N 12.461850 -13.809870 -0.986150 0.7 3.1 1.8
C 11.497030 -13.419490 0.063650 0.4 -0.1 -0.7
C 13.691100 -12.979960 -1.222730 -0.5 0.0 0.6
H 11.341970 -15.383640 -1.410010 0.2 -0.4 -0.2
H 11.117300 -12.435630 -0.211920 0.3 0.3 0.7
H 11.966910 -13.555030 1.037780 0.1 0.8 0.1
H 10.611380 -14.050730 0.136190 0.2 -0.4 -0.7
H 14.328690 -12.967540 -0.338750 -0.2 -0.1 0.3
H 14.327510 -13.347510 -2.027710 -0.7 -0.2 0.0
H 13.408750 -11.944490 -1.412920 -0.2 -0.1 -0.1
```
Positions in Å, forces in eV/Å.

LUMO energy: -11.4 eV
Calculated total energy: -1107.15732 Eh
Charge: +2
Gap between HOMO and LUMO: 1.748 eV
HOMO energy: -13.2 eV
F_max: 0.0712 hartree/bohr

Entry 4:
Entry from the OMol25 dataset: a molecular structure, C2H3NS (ωB97M-V with the def2-TZVPD basis set).

Structure (XYZ):
```
7
Properties=species:S:1:pos:R:3:forces:R:3
C 0.605753 -1.009892 0.163338 2.8 -2.1 0.6
C -0.295964 0.630490 -0.420711 0.1 -0.1 2.9
N -0.543197 -0.695059 -0.292916 -1.8 -1.8 -0.2
S 1.380100 0.591467 0.074706 1.0 0.2 0.6
H 1.121141 -2.032273 0.428990 -1.5 2.1 -0.5
H -0.676845 1.255848 -1.109328 -1.5 2.0 -2.2
H -1.590990 1.259421 1.155918 1.0 -0.3 -1.2
```
Positions in Å, forces in eV/Å.

ΔE to the lowest compared entry with this formula, charge and spin: 497.45 kJ/mol
LUMO energy (alpha / beta): -0.6 / -0.9 eV
Calculated total energy: -530.74523 Eh
Gap between HOMO and LUMO (alpha / beta): 8.510 / 8.858 eV
HOMO energy (alpha / beta): -9.1 / -9.7 eV
F_max: 0.0685 hartree/bohr

Entry 5:
Entry from the OMol25 dataset: a molecular structure, C5H11NO2 (ωB97M-V with the def2-TZVPD basis set).

Structure (XYZ):
```
19
Properties=species:S:1:pos:R:3:forces:R:3
O -0.881757 1.064604 1.382664 -1.4 -1.6 -2.0
C -1.542397 0.211145 0.499205 -0.5 0.7 4.9
C -0.732962 -0.403931 -0.590209 -1.3 -0.6 -2.9
C 0.464629 0.420562 -1.017844 0.0 -0.1 -1.0
C 1.495581 -0.565270 -1.477324 1.3 -1.5 1.5
C 2.099282 -1.383755 -0.572587 -0.9 1.4 -1.1
N -1.998677 0.160890 -0.994742 2.4 0.4 1.0
H -2.339275 -0.316714 1.047951 0.2 0.2 -0.5
H -0.669429 -1.521140 -0.665919 0.1 0.7 0.7
H 0.108252 1.097278 -1.815534 0.4 -0.1 0.4
H 0.820666 1.014836 -0.180795 0.0 0.1 -0.2
H 1.706843 -0.720320 -2.514867 -0.2 0.2 -0.5
H 1.909892 -1.185299 0.489499 0.5 -0.9 -1.0
H 2.738211 -2.182399 -0.924030 0.2 0.1 0.2
H -3.180757 2.615036 0.202094 0.8 0.4 -1.3
H -2.753652 2.762797 -0.449431 -0.9 -0.3 1.3
H 0.009791 0.624401 1.688611 -0.7 0.6 -0.8
H 1.574159 -0.002775 2.824642 0.1 -0.1 -0.2
O 1.301913 -0.187658 1.894026 -0.1 0.5 1.5
```
Positions in Å, forces in eV/Å.

ΔE to the lowest compared entry with this formula, charge and spin: 927.21 kJ/mol
Spin multiplicity: 2
LUMO energy (alpha / beta): -8.2 / -8.8 eV
Calculated total energy: -401.70195 Eh
Charge: +1
Gap between HOMO and LUMO (alpha / beta): 5.598 / 5.004 eV
HOMO energy (alpha / beta): -13.8 / -13.8 eV
F_max: 0.0969 hartree/bohr

Entry 6:
Entry from the OMol25 dataset: a molecular structure, C14H31N5O3PPdSeSi (ωB97M-V with the def2-TZVPD basis set).

Structure (XYZ):
```
57
Properties=species:S:1:pos:R:3:forces:R:3
Pd 0.269840 0.308820 0.363481 -1.1 1.3 0.8
N -0.803410 1.926050 1.388821 0.4 0.1 -0.6
C -1.424063 1.679247 2.699865 -0.3 -0.2 0.4
C -2.084818 0.301156 2.817436 0.4 0.1 0.1
C -1.120979 -0.802188 3.266949 -0.4 -0.1 0.1
N -0.368702 -1.311062 2.125498 -0.2 -0.7 0.1
H -0.252905 2.783660 1.436390 -0.2 -0.1 -0.1
H -1.547052 2.074609 0.701846 0.2 0.2 0.1
H -2.184546 2.447469 2.893410 0.2 0.0 0.0
H -0.649539 1.764450 3.465663 -0.1 0.1 -0.1
H -2.525545 0.027326 1.854518 -0.1 -0.1 0.0
H -2.892461 0.369881 3.545787 -0.1 0.0 0.0
H -1.691116 -1.601151 3.764707 0.1 0.2 0.0
H -0.415097 -0.398032 3.995707 0.0 0.0 0.0
H -0.999125 -1.850956 1.530135 0.2 0.0 0.3
H 0.401904 -1.910975 2.411335 -0.2 0.1 0.0
Se 3.229564 0.862238 -2.912155 -1.2 -1.7 1.0
N 3.253334 -0.845413 -3.407370 0.3 -0.1 -0.7
C 2.472581 -1.562048 -2.612290 0.2 1.5 0.4
C 2.160093 -2.922345 -2.687053 -0.8 -1.1 0.5
C 1.252776 -3.434245 -1.765971 1.2 -0.4 -1.7
C 0.710418 -2.639209 -0.775429 0.3 2.5 0.8
N 1.047405 -1.341696 -0.643780 -0.7 -1.9 0.6
C 1.846552 -0.804476 -1.557559 1.4 0.9 -1.5
N 2.074264 0.506152 -1.547534 1.1 0.0 -0.8
H 2.594694 -3.542823 -3.451688 0.1 -0.1 -0.1
H 0.962433 -4.472465 -1.817109 0.0 -0.1 0.0
H -0.010612 -3.032390 -0.072522 0.1 0.0 0.1
C -3.740797 1.522806 -1.767473 -0.3 0.1 -0.1
O -2.498359 1.372094 -1.086933 0.6 -0.5 -0.1
P -1.590576 0.015206 -1.173913 -0.7 0.5 0.6
O -1.587549 -0.384237 -2.732764 -0.1 -0.1 0.2
C -0.635227 0.059129 -3.691172 0.2 0.1 -0.2
O -2.586085 -1.141680 -0.643218 0.2 0.1 -0.1
C -3.240070 -2.141054 -1.426470 -0.3 -0.2 -0.1
H -3.629287 1.340269 -2.835638 0.0 0.0 0.0
H -4.059801 2.550607 -1.604379 0.0 -0.1 0.0
H -4.485163 0.838631 -1.358820 0.0 0.0 0.0
H -0.435255 -0.782375 -4.355406 0.0 0.1 0.0
H 0.294033 0.376715 -3.219893 -0.1 0.1 0.0
H -1.050115 0.888814 -4.263538 0.0 0.0 0.0
H -4.299846 -2.128157 -1.171293 0.1 0.0 0.0
H -2.813633 -3.111538 -1.171200 -0.1 0.0 0.0
H -3.111715 -1.956372 -2.490005 -0.1 -0.1 0.1
C 2.131163 1.747784 3.124685 0.2 -0.2 -1.1
Si 2.296810 1.226566 1.265981 -0.9 0.0 0.5
C 2.346229 2.867278 0.220859 0.2 -0.7 0.5
C 3.753509 -0.033991 1.219297 -0.5 0.7 -0.3
H 3.109949 2.082211 3.454253 0.2 0.1 0.1
H 1.833141 0.924010 3.762326 -0.1 -0.3 0.1
H 1.440252 2.567921 3.278102 -0.2 0.2 0.0
H 3.212520 2.862243 -0.432417 0.3 0.1 -0.1
H 2.411513 3.747993 0.854545 0.1 0.1 0.1
H 1.470904 2.958385 -0.425215 0.0 -0.1 0.1
H 4.646795 0.422964 0.806814 0.3 0.1 -0.1
H 3.530114 -0.912476 0.622043 -0.1 -0.1 -0.1
H 3.980659 -0.359328 2.229751 0.0 0.0 0.2
```
Positions in Å, forces in eV/Å.

LUMO energy: -4.6 eV
Calculated total energy: -4211.54394 Eh
Charge: +1
Gap between HOMO and LUMO: 5.009 eV
HOMO energy: -9.6 eV
F_max: 0.0517 hartree/bohr